Formula: C52H64AsF11N6SSbW
Source: OMol25
Level of theory: the ωB97M-V functional and the def2-TZVPD basis

Structure (XYZ):
```
137
Properties=species:S:1:pos:R:3:lowdin_charge:R:1
W -0.0644 -0.8399 0.6111 1.661
Sb -2.6925 -3.3601 -1.9668 1.506
As 1.2820 -2.0924 2.6562 1.219
S 1.4513 0.8039 1.9555 0.814
F 1.7333 -4.5328 0.3475 0.137
F -3.7222 -3.1704 -0.4241 -0.305
F -1.8763 -4.8088 -1.1203 -0.310
F 2.2707 -1.7747 -0.0574 -0.056
F -1.1886 -3.1159 -3.0157 -0.300
F -3.4332 -1.8110 -2.6414 -0.273
F 0.5293 -4.4576 -1.4500 0.187
F -3.7514 -4.4505 -3.0139 -0.295
F -1.4911 -1.8768 -0.6360 -0.448
F 2.5773 -3.8103 -1.5109 0.223
F 0.7239 -1.7097 -1.5219 0.003
N -1.4063 0.6716 -0.4374 0.067
N -1.0782 1.3172 2.5110 0.028
N 0.2651 3.1530 2.4220 0.160
N 1.3833 0.7255 -0.7714 0.035
N -1.3313 -2.4475 1.6800 -0.053
N -1.0762 -0.0301 2.2997 -0.206
C -1.6856 -0.0268 -4.4189 -0.040
C -2.0014 -2.0738 2.7635 -0.248
C 4.1040 -0.6584 -2.8638 -0.028
C -3.9384 0.6322 -0.3113 -0.145
C 2.8896 -0.0946 -2.5092 -0.141
C -2.5973 5.0561 -1.3299 -0.022
C 2.7709 0.5815 -1.2543 -0.130
C 2.0363 4.9189 -2.7256 -0.025
C 0.0956 1.8285 2.3206 -0.756
C -1.2696 3.0882 -1.0188 -0.100
C 1.0405 -1.4682 4.5242 -0.355
C 1.0217 3.0467 -1.6288 -0.083
C -5.1590 0.7311 -0.9639 -0.020
C -1.8067 -0.6766 3.1114 -0.301
C 3.5227 3.2385 0.7480 -0.067
C 2.0335 0.9453 -4.6163 -0.032
C -2.4910 3.7133 -0.9151 0.029
C -4.0672 1.1521 -3.0275 -0.028
C -3.9841 0.5909 1.2023 -0.367
C 3.9569 0.9019 -0.5210 -0.098
C 5.1233 0.2406 -0.9299 -0.051
C -4.9639 -0.4550 1.7444 -0.038
C -2.8183 -2.9407 3.4497 0.037
C -0.2719 5.1163 -2.0212 -0.138
C -2.2721 -4.6200 1.8650 0.001
C -4.3273 1.9803 1.7646 -0.042
C 2.1213 3.5949 -2.2357 -0.005
C 4.7486 1.3327 1.9166 -0.086
C -0.7743 1.7548 -0.7154 -0.171
C 0.8897 -3.9718 3.1116 -0.360
C -1.6472 1.1391 -3.4245 -0.334
C 1.5918 -0.1296 4.9984 -0.155
C 1.4864 -3.8580 -0.7868 -0.614
C 3.9820 -3.1280 1.8304 -0.128
C 3.2472 -2.1207 2.7018 -0.360
C -1.6667 2.4768 -4.1944 -0.021
C 0.7107 1.7488 -1.0237 -0.201
C -2.8147 1.0213 -2.4415 -0.138
C -2.4268 -0.0048 4.2679 0.027
C 1.8038 -0.1770 -3.5853 -0.358
C 0.8919 5.6678 -2.6157 0.025
C -0.1698 3.8059 -1.5532 -0.077
C -5.2370 0.9960 -2.3157 -0.021
C 1.0892 -2.4282 -0.4076 -0.369
C -1.4411 -3.6943 1.2620 -0.168
C -2.7492 0.7429 -1.0510 -0.136
C 1.7995 -1.5248 -4.3327 -0.053
C 4.3549 1.9622 0.5641 -0.349
C -1.5359 5.7409 -1.8776 0.025
C 1.7579 -4.5881 4.2031 -0.118
C -2.9778 -4.2382 2.9804 0.014
C 5.2043 -0.5766 -2.0331 -0.035
H 1.1918 3.5345 2.4780 0.096
H -3.3543 -2.6003 4.3259 0.127
H -2.9977 0.3494 1.5320 0.061
H -1.4827 -0.9764 -3.9251 0.052
H -1.6524 0.2533 4.9960 0.110
H -4.4830 1.9321 2.8493 0.079
H -3.1774 -0.6260 4.7498 0.089
H -0.5081 3.7091 2.7612 0.130
H -4.8645 -0.5320 2.8347 0.075
H -3.6374 -4.9340 3.4870 0.136
H -2.8734 0.9337 3.9428 0.084
H 2.5477 -1.5295 -5.1301 0.088
H 1.3885 0.7970 -5.4855 0.085
H 0.8286 -1.6943 -4.7999 0.077
H 3.5667 -4.1306 1.9122 0.062
H 3.8931 1.1438 2.5606 0.003
H -0.6797 2.6797 -4.6227 0.086
H 2.8232 -4.4360 4.0341 0.067
H 3.8345 3.7294 1.6780 0.093
H 5.2870 0.3934 1.7710 0.075
H -0.8367 -3.9728 0.4197 0.080
H 1.5370 -2.2548 5.0685 0.051
H 3.5777 -1.1110 2.4686 0.032
H -0.6979 1.0891 -2.9036 0.088
H 5.0211 -3.1753 2.1670 0.094
H -1.9475 3.3197 -3.5600 0.071
H 3.4609 -2.3049 3.7468 0.074
H -0.9446 0.1240 -5.2068 0.083
H 3.9966 -2.8385 0.7837 0.058
H 5.2950 2.3318 0.1644 0.126
H -4.1208 1.3581 -4.0905 0.124
H 3.0406 3.0383 -2.3560 0.122
H -2.3800 2.4328 -5.0227 0.092
H -6.0007 -0.1741 1.5444 0.087
H 0.8694 6.6826 -3.0032 0.131
H 5.4117 2.0165 2.4552 0.094
H -1.6702 6.7633 -2.2197 0.131
H 4.1894 -1.1656 -3.8190 0.122
H 1.5782 -5.6652 4.2031 0.094
H 0.9985 0.7122 4.6565 0.033
H -4.7881 -1.4389 1.2990 0.079
H 0.8291 -0.0321 -3.1434 0.080
H -3.5229 2.6957 1.5709 0.063
H 6.0301 0.4278 -0.3603 0.124
H 3.6991 3.9440 -0.0619 0.076
H 2.0069 -2.3666 -3.6715 0.071
H -3.5596 5.5503 -1.2457 0.122
H 0.9839 -4.5519 2.1975 0.054
H -6.0713 0.6433 -0.3853 0.120
H -2.6673 -0.1011 -4.8892 0.092
H -2.3590 -5.6128 1.4430 0.140
H 1.8278 1.9341 -4.2117 0.055
H -0.0226 -1.5406 4.7534 0.061
H 2.9083 5.3493 -3.2036 0.121
H 6.1309 -1.0801 -2.2836 0.120
H 3.0711 0.9302 -4.9660 0.095
H 2.6211 0.0209 4.6743 0.062
H -3.3697 3.1944 -0.5515 0.110
H -5.2494 2.3600 1.3134 0.094
H 1.5849 -0.1224 6.0923 0.091
H 1.5035 -4.2207 5.1942 0.072
H 2.4548 3.0560 0.7903 0.014
H -6.1997 1.0872 -2.8074 0.123
H -0.1545 -4.0035 3.4111 0.056
```

Summary:
Frontier orbital gap (alpha / beta): 6.1 / 5.8 eV
HOMO energy (alpha / beta): -12.99 / -13.00 eV
Net charge: +2
Spin multiplicity: 2

=====

Formula: C8H17N5O3
Source: OMol25
Level of theory: the ωB97M-V functional and the def2-TZVPD basis

Structure (XYZ):
```
33
Properties=species:S:1:pos:R:3:lowdin_charge:R:1
O -1.3834 -1.6602 -2.0871 0.070
O -2.6036 1.0083 0.4784 0.005
O -3.0509 -1.8538 -3.6047 0.100
N 4.4984 2.6396 1.6294 0.056
N -2.8330 -1.2011 0.0549 0.000
N -0.1026 -1.5705 1.3750 0.023
N 3.2294 0.6760 1.2201 -0.015
N 3.6949 2.5576 -0.4521 0.086
C -0.8617 -0.3152 1.6135 -0.295
C 3.6603 1.9060 0.6792 -0.522
C 2.4423 -0.3272 0.5045 -0.165
C 1.0768 0.4354 0.0010 -0.146
C -3.6018 -1.1250 -1.0720 -0.118
C 0.1078 0.7475 1.1797 -0.209
C -2.5937 -1.5811 -2.3102 -0.352
C -2.1226 -0.1437 0.7198 -0.316
H 0.6038 0.9547 2.2393 0.143
H 0.2990 -1.9642 2.2688 0.106
H 5.0174 1.9084 2.1238 0.071
H 0.3533 0.0880 -0.6961 0.082
H 2.8667 2.3145 -1.0239 0.022
H -4.4120 -0.4013 -1.1592 0.135
H -3.9171 -1.5507 -3.7219 0.068
H 0.6121 -1.6618 0.6302 0.057
H -0.3438 1.7612 0.9909 0.121
H -1.2242 -0.1864 2.6283 0.148
H 5.0958 3.1674 1.0247 0.060
H 2.1751 -1.2773 1.0180 0.082
H 1.3098 1.5018 -0.4241 0.113
H 3.1365 1.0006 2.2372 0.156
H -4.1541 -2.0420 -1.0366 0.110
H -2.3689 -2.1073 0.3294 0.155
H 3.1999 -0.7512 -0.4055 0.173
```

Summary:
Frontier orbital gap: 9.6 eV
HOMO energy: -9.15 eV
Net charge: 0
SMILES: [H]/N=C(/N)NCCC[C@H](N)C(=O)NCC(=O)O

=====

Formula: C5H8
Source: OMol25
Level of theory: the ωB97M-V functional and the def2-TZVPD basis

Structure (XYZ):
```
13
Properties=species:S:1:pos:R:3:lowdin_charge:R:1
C -0.7691 -0.3278 1.0651 -0.136
C -1.6687 -0.8001 1.7131 0.113
C 1.0815 -0.9061 -0.4632 -0.087
C 0.3159 0.2257 0.2385 -0.436
C -0.2314 1.2671 -0.7658 -0.069
H -1.2961 1.1114 -0.9455 0.076
H 1.0201 0.7278 0.9151 0.132
H 0.4549 -1.3948 -1.2172 0.085
H -0.0992 2.2843 -0.3932 0.074
H -2.4713 -1.2098 2.2870 0.022
H 1.9686 -0.5020 -0.9621 0.077
H 1.4089 -1.6652 0.2530 0.078
H 0.2860 1.1895 -1.7250 0.071
```

Summary:
Frontier orbital gap: 11.1 eV
HOMO energy: -9.92 eV
Net charge: 0
SMILES: C#CC(C)C

=====

Formula: C10H28KN2O3
Source: OMol25
Level of theory: the ωB97M-V functional and the def2-TZVPD basis

Structure (XYZ):
```
44
Properties=species:S:1:pos:R:3:lowdin_charge:R:1
K 0.7114 0.8807 0.1218 0.892
O -0.2319 -0.2860 2.6837 -0.161
O -0.8482 -4.8041 -2.6299 0.034
O 2.5849 2.8626 -0.3020 -0.274
N -0.2741 3.6262 0.5148 -0.014
N -0.1705 -1.5975 -0.9356 0.048
C 0.2084 5.7795 -0.4483 -0.054
C -2.2153 -1.7253 2.9191 -0.079
C 3.9164 2.7846 0.1885 -0.099
C -0.6351 -2.9381 -1.1390 -0.384
C -1.5012 -0.4803 3.4235 -0.239
C 0.5479 4.3144 -0.4746 -0.428
C -0.1686 -3.5743 -2.4697 -0.088
C -0.3755 -5.9151 -1.8932 0.048
C 2.0505 4.1599 -0.1293 -0.196
C -2.1789 -2.9537 -1.1219 -0.002
H 0.7100 -5.9873 -1.9613 0.133
H -0.6724 -5.7387 -0.8593 0.137
H -2.1048 0.4231 3.3368 0.116
H -2.4968 -2.3047 -1.9379 0.105
H 2.1165 4.3884 0.9344 0.131
H -1.3227 -0.5242 4.4979 0.118
H 0.9119 -3.7173 -2.4793 0.156
H -0.8651 5.9111 -0.5840 0.089
H 0.8355 -1.6531 -1.0060 0.083
H -0.2353 -3.5562 -0.3352 0.154
H 0.3176 3.7613 -1.3852 0.139
H -2.6022 -2.5466 -0.2037 0.080
H -1.2385 3.6431 0.2152 0.079
H 0.2466 -1.1160 2.7451 0.070
H -0.3250 -1.0599 -1.7766 0.096
H -2.6397 -3.9315 -1.2624 0.098
H -3.2856 -1.6865 3.1218 0.085
H 0.4471 6.2580 0.5015 0.096
H 4.6964 3.0919 -0.5081 0.098
H 0.7378 6.3480 -1.2130 0.092
H -1.9494 -2.6568 3.4188 0.082
H -0.8907 -6.7800 -2.3110 0.136
H 2.7065 4.8575 -0.6501 0.142
H 4.0970 3.3498 1.1029 0.099
H -0.4131 -2.9838 -3.3527 0.163
H 4.2985 1.7881 0.4102 0.087
H -2.1289 -1.8193 1.8366 0.042
H -0.3715 4.1084 1.3969 0.089
```

Summary:
Frontier orbital gap (alpha / beta): 9.0 / 3.4 eV
HOMO energy (alpha / beta): -14.96 / -14.96 eV
Net charge: +2
Spin multiplicity: 2

=====

Formula: C24H38F6HfN6O5P3
Source: OMol25
Level of theory: the ωB97M-V functional and the def2-TZVPD basis

Structure (XYZ):
```
83
Properties=species:S:1:pos:R:3:lowdin_charge:R:1
Hf -0.3757 0.8703 0.7510 1.782
P 1.7098 -1.3604 -1.0798 0.521
P -0.2179 0.2433 -2.3983 0.525
P -2.0806 3.5120 -0.5696 0.248
F -2.5087 3.8666 0.9159 -0.092
F -0.4935 3.1889 0.0361 -0.246
F -1.6870 4.9937 -0.8796 -0.057
F -3.5666 3.5492 -1.0620 -0.059
F -2.2416 1.8322 -0.1636 -0.238
F -1.5704 3.0290 -1.9999 -0.125
O 0.9717 -0.8503 0.1444 -0.333
O -1.9417 -0.3373 1.0098 -0.231
O 0.0539 -0.4163 2.5486 -0.046
O 0.8867 -0.9546 -2.4030 -0.238
O 0.2345 1.1628 -1.2652 -0.396
N -0.1849 0.9798 -3.8095 -0.278
N 1.4198 1.7780 1.9142 -0.044
N -1.6098 -0.5257 -2.1274 -0.272
N -1.0996 2.0902 2.4128 -0.118
N 3.2086 -0.7522 -1.1592 -0.271
N 1.7336 -2.9745 -1.1726 -0.289
C 1.1332 3.1875 2.2442 -0.147
C 1.1211 -0.9908 2.8353 -0.312
C 2.4135 -3.6927 -0.0905 -0.059
C -5.4773 0.1155 3.1529 -0.053
C 3.5115 0.6414 -0.8271 -0.068
C -4.4277 0.9692 3.3858 -0.010
C 1.6343 -3.7451 -2.4212 -0.070
C 3.5162 -2.2538 3.5541 0.022
C -3.0734 -0.1622 1.7155 -0.296
C 2.3028 -2.9638 3.6444 -0.032
C -0.7259 0.3042 -4.9963 -0.053
C -2.2217 1.8557 3.0041 -0.048
C -4.1373 -1.0231 1.4923 0.000
C -3.2157 0.8653 2.6728 -0.128
C 2.3960 -0.2709 2.7666 -0.102
C 3.5452 -0.9024 3.1400 0.018
C 1.1271 -2.3607 3.3069 0.069
C 2.3307 1.1871 2.5828 -0.038
C -5.3203 -0.8852 2.1957 -0.031
C -0.2351 3.1630 2.9592 -0.134
C -2.8747 0.1410 -2.4990 -0.057
C 4.1381 -1.3129 -2.1520 -0.054
C -1.7813 -1.9622 -1.8785 -0.046
C 0.3487 2.3299 -4.0376 -0.054
H -3.5778 0.0519 -1.6718 0.097
H -0.7247 4.1295 2.8448 0.134
H -0.0760 2.9713 4.0213 0.132
H -4.0172 -1.8098 0.7587 0.115
H -3.2925 -0.3414 -3.3841 0.098
H 2.7155 1.0817 -0.2389 0.043
H 0.8049 2.7151 -3.1309 0.080
H 2.6120 -4.1398 -2.7047 0.091
H 4.4436 0.6866 -0.2622 0.098
H 2.3097 -3.9884 3.9913 0.130
H -6.4032 0.2165 3.7005 0.117
H 1.1030 3.7880 1.3426 0.113
H 1.9133 -4.6476 0.0681 0.103
H -2.7204 1.1972 -2.6979 0.073
H -6.1339 -1.5714 1.9972 0.121
H 4.4850 -0.3625 3.1503 0.136
H 4.0640 -0.7734 -3.0991 0.101
H 3.9375 -2.3665 -2.3274 0.069
H -2.4369 -2.3759 -2.6465 0.102
H 4.4407 -2.7382 3.8392 0.129
H -4.5258 1.7566 4.1239 0.124
H -2.2368 -2.1074 -0.8997 0.077
H 3.0322 1.7841 3.1681 0.156
H 2.3568 -3.1220 0.8340 0.057
H 0.9575 -4.5851 -2.2645 0.099
H -1.5801 0.8570 -5.3884 0.102
H 1.2493 -3.1338 -3.2310 0.082
H 3.4626 -3.8793 -0.3357 0.098
H 1.8822 3.5919 2.9248 0.129
H -0.4549 3.0017 -4.3343 0.097
H -1.0443 -0.7103 -4.7601 0.085
H 1.0973 2.2867 -4.8293 0.096
H -2.4763 2.4835 3.8592 0.152
H 0.0458 0.2494 -5.7634 0.098
H 3.6305 1.2328 -1.7381 0.101
H 5.1560 -1.2233 -1.7747 0.101
H 0.1723 -2.8660 3.3712 0.143
H -0.8390 -2.4980 -1.9062 0.061
```

Summary:
Frontier orbital gap (alpha / beta): 7.3 / 4.8 eV
HOMO energy (alpha / beta): -13.40 / -13.40 eV
Net charge: +2
Spin multiplicity: 2

=====

| no. | electronic energy (eV) |
| --- | --- |
| 1 | -173821.702 |
| 2 | -22161.296 |
| 3 | -5312.843 |
| 4 | -36254.395 |
| 5 | -90163.412 |